i) DFT (wB97M-V/def2-TZVPD) results for a 3-piece molecular cluster, C3H12N2O2 overall.

Calculated values
- Frontier orbital gap: 9.20 eV
- E_LUMO: 0.76 eV
- HOMO: -0.3101 Eh

Geometry as XYZ:
```
19
Properties=species:S:1:pos:R:3:lowdin_charge:R:1
C -1.569 0.719 -0.061 -0.0853
C -0.969 0.536 -1.451 -0.2445
N 0.471 0.786 -1.418 -0.0094
C 1.255 -0.163 -0.868 -0.3674
N 2.211 -0.048 -0.023 0.0462
H -1.726 1.752 0.244 0.0775
H -0.896 0.212 0.632 0.0398
H -2.530 0.200 -0.028 0.0769
H -1.114 -0.485 -1.799 0.1092
H -1.478 1.190 -2.165 0.1108
H 0.771 1.746 -1.355 0.1356
H 0.862 -1.145 -1.146 0.1029
H 3.055 0.481 -0.199 0.0314
H 0.880 0.828 2.166 0.0097
H -0.343 0.606 3.063 0.0327
O 0.200 1.296 2.670 -0.0688
H 0.708 -3.450 0.304 0.0467
H 0.257 -2.210 1.043 0.0241
O -0.045 -2.852 0.391 -0.0678
```

***

ii) DFT (wB97M-V/def2-TZVPD) results for a 2-piece molecular cluster, C3H12N2O2 overall.

Calculated values
- Frontier orbital gap: 10.11 eV
- E_LUMO: 0.76 eV
- HOMO: -0.3438 Eh

Geometry as XYZ:
```
19
Properties=species:S:1:pos:R:3:lowdin_charge:R:1
C 0.810 0.310 -0.044 -0.2271
N -0.138 -0.665 -0.584 -0.0627
C -1.400 -0.767 0.139 -0.2596
O -1.205 -1.063 1.549 -0.0786
C 0.773 1.719 -0.653 -0.2747
N -0.147 2.631 0.039 -0.0022
H 1.842 -0.038 -0.170 0.1128
H 0.746 0.485 1.024 0.1116
H -0.382 -0.315 -1.503 0.1097
H -1.983 0.152 0.164 0.1094
H -1.956 -1.630 -0.232 0.1172
H -0.258 -1.157 1.712 0.0605
H 1.766 2.124 -0.536 0.0987
H 0.673 1.742 -1.755 0.1117
H -1.039 2.675 -0.432 0.0590
H 0.247 3.565 0.093 0.0636
H 0.633 -2.504 0.102 -0.0201
H 0.136 -3.935 0.562 0.0376
O 0.883 -3.329 0.528 -0.0669
```

***

Which structure wins on stability? ii) wins.

***

i) DFT (wB97M-V/def2-TZVPD) results for a 3-piece molecular cluster, C3H12O2S2 overall.

Calculated values
- Frontier orbital gap: 8.55 eV
- E_LUMO: 0.54 eV
- HOMO: -0.2942 Eh

Geometry as XYZ:
```
19
Properties=species:S:1:pos:R:3:lowdin_charge:R:1
C -1.857 -1.738 -2.389 -0.1858
C -1.426 -0.881 -1.241 -0.6092
S 0.401 -0.792 -1.065 0.4774
S 0.505 1.014 -0.185 0.4441
C 2.168 1.570 -0.552 -0.4815
H -1.527 -1.360 -3.359 0.0714
H -1.407 -2.732 -2.306 0.0691
H -2.931 -1.897 -2.472 0.0755
H -1.766 -1.266 -0.278 0.0653
H -1.894 0.107 -1.258 0.0646
H 2.307 1.526 -1.635 0.0302
H 2.994 1.167 0.023 0.0335
H 2.149 2.657 -0.422 0.0316
H 0.956 -1.618 2.982 0.0460
H 1.372 -0.386 2.044 -0.0050
O 0.914 -0.665 2.852 -0.0730
H -1.015 0.538 3.043 -0.0137
H -1.347 2.005 3.038 0.0089
O -1.741 1.155 3.022 -0.0496
```

***

ii) DFT (wB97M-V/def2-TZVPD) results for a 3-piece molecular cluster, C3H12O2S2 overall.

Calculated values
- Frontier orbital gap: 8.68 eV
- E_LUMO: 0.29 eV
- HOMO: -0.3084 Eh

Geometry as XYZ:
```
19
Properties=species:S:1:pos:R:3:lowdin_charge:R:1
C -1.539 1.438 1.310 -0.3992
C -1.877 2.190 0.107 -0.2025
C -2.261 -0.035 1.183 -0.4810
S -1.017 -1.106 2.241 0.3592
S -1.616 -0.515 4.271 0.2407
H -1.687 2.018 2.312 0.1228
H -0.445 1.131 1.083 0.0907
H -1.086 2.266 -0.733 0.0993
H -2.861 1.681 -0.320 0.1000
H -2.156 3.251 0.377 0.0759
H -2.054 -0.341 0.135 0.0575
H -3.401 -0.149 1.401 0.1019
H -0.296 -0.143 4.637 -0.1653
H 6.070 -1.787 -2.022 -0.0096
H 6.168 -1.865 -0.501 0.0298
O 5.956 -1.314 -1.246 -0.0202
H 0.811 -1.683 -5.127 0.0762
H 1.904 -2.882 -4.643 -0.0241
O 1.388 -2.157 -4.464 -0.0522
```

***

Which structure wins on stability? i) wins.

***

i) DFT (wB97M-V/def2-TZVPD) results for C6H8N4 as an isolated structure.

Calculated values
- Frontier orbital gap: 8.58 eV
- E_LUMO: 0.79 eV
- HOMO: -0.2863 Eh

Geometry as XYZ:
```
18
Properties=species:S:1:pos:R:3:lowdin_charge:R:1
C -2.797 -0.068 -0.048 -0.1619
C -2.230 -1.296 -0.017 -0.1592
C -0.890 1.147 0.015 -0.0996
C -0.083 -0.634 -0.026 -0.1737
C 0.344 1.921 0.174 -0.1572
C 2.317 -1.207 0.106 -0.0277
N -2.142 1.158 0.016 0.0680
N -0.887 -1.626 0.024 0.0698
N 1.500 1.073 -0.183 -0.0057
N 1.187 -0.324 -0.049 -0.1640
H -3.869 0.039 -0.091 0.0863
H -2.865 -2.172 -0.028 0.0938
H 0.369 2.832 -0.426 0.1247
H 0.456 2.200 1.233 0.1252
H 2.423 -1.861 -0.764 0.0875
H 3.204 -0.590 0.229 0.0833
H 2.187 -1.831 0.989 0.0881
H 1.776 1.237 -1.155 0.1223
```

***

ii) DFT (wB97M-V/def2-TZVPD) results for one molecule with the formula C6H8N4.

Calculated values
- Frontier orbital gap: 9.90 eV
- E_LUMO: 0.60 eV
- HOMO: -0.3418 Eh

Geometry as XYZ:
```
18
Properties=species:S:1:pos:R:3:lowdin_charge:R:1
C -1.875 0.383 -0.483 -0.1585
C -0.509 0.418 0.097 -0.3123
C 0.323 1.751 -0.168 -0.0999
C 1.686 -0.086 -1.001 -0.1737
C 0.297 -0.846 -0.647 -0.1954
C 0.478 -1.915 0.491 -0.1703
H 0.188 2.272 0.819 0.1246
H 0.010 2.330 -0.947 0.0754
H 2.310 1.991 -0.589 0.0454
H 2.420 -0.863 -0.800 0.0729
H 1.644 -0.068 -2.249 0.1469
H -0.179 -1.231 -1.660 0.1616
H -0.117 -2.906 0.512 0.1335
H 1.625 -2.377 0.479 0.1592
N -3.023 0.321 -0.857 0.1336
N 1.763 1.267 -0.347 -0.0204
N 0.157 -1.150 1.683 -0.0254
N -0.368 -0.063 1.621 0.1026
```

***

Which structure wins on stability? i) wins.